The following is a DFT calculation (wB97M-V/def2-TZVPD) of a molecular structure, C2H3F2N in a non-equilibrium geometry.

Kohn-Sham gap (spin up / spin down) = 6.248 / 8.750 eV
expectation value of S² = 2.013
multiplicity = 3

Each line ends with the Mulliken spin population.
Geometry (Å):
C -0.09974 -0.09423 0.57386  0.6527
C 1.71346 -0.01307 -0.24469  0.4046
N -0.69907 -1.13899 0.45474  0.7127
F 2.35051 -1.17838 -0.11831  0.0399
F 2.32451 0.86584 0.48933  0.0581
H -0.20402 0.71216 1.23927  0.0861
H 1.30368 0.10311 -1.26033  -0.0011
H -1.62269 -1.12531 0.84990  0.0471

---

The following is a DFT calculation (wB97M-V/def2-TZVPD) of C2H3F2N3 in the gas phase in a non-equilibrium geometry.

Kohn-Sham gap (spin up / spin down) = 6.501 / 7.892 eV
expectation value of S² = 2.006
multiplicity = 3

Each line ends with the Mulliken spin population.
Geometry (Å):
C 1.21756 -0.70909 0.14587  0.0514
C -1.81220 0.26473 -0.14710  0.7989
N 0.22740 0.07584 0.77257  0.2388
N -1.03384 -0.12557 0.75050  0.7071
N 1.02688 0.62657 -0.34124  0.0704
F -3.10441 0.05472 -0.19041  0.0561
F 1.94487 1.53672 0.11950  0.0142
H 2.07855 -1.01693 0.73928  0.0044
H 0.88622 -1.33276 -0.69386  0.0118
H -1.43103 0.62577 -1.15511  0.0469

---

The following is a DFT calculation (wB97M-V/def2-TZVPD) of C2H3F2NO in the gas phase in a non-equilibrium geometry.

SMILES string = O/N=C/C(F)F
Kohn-Sham gap = 11.614 eV

Each line ends with the Löwdin charge.
Geometry (Å):
C -0.05033 -0.05468 -0.37961  -0.0954
C 1.26973 0.02203 0.28210  -0.3427
H -2.84178 0.08204 0.46515  0.1247
H -0.23948 -0.12183 -1.44541  0.1436
H 1.12749 0.05992 1.36112  0.1521
N -1.04331 0.00175 0.34819  -0.0442
O -2.20658 -0.00055 -0.28001  -0.0151
F 1.97819 1.08268 -0.19851  0.0508
F 2.00607 -1.07136 -0.15303  0.0262

---

Table of relative energy (zero: lowest compared OMol25 entry of this formula, charge and spin) (kcal per mole), in record order: 31.9, 61.8, 56.1